# C4H11BrNO

An isolated ion of composition C4H11BrNO and charge +1 in a non-equilibrium geometry (ωB97M-V/def2-TZVPD, the Open Molecules 2025 dataset).

Max |F| (eV Å⁻¹): 4.17
SMILES: C[C@@H](O)C[C@H]([NH3+])Br
Total charge: +1
Energy relative to the best compared isomer or geometry (same formula, charge and spin) (kcal per mole): 34.64
DFT total energy (Ha): -2862.70394
Lowest unoccupied orbital energy (eV): -3.157
2S+1: 1

Geometry as XYZ:
```
18
Properties=species:S:1:pos:R:3:forces:R:3
C 0.118920 -1.063025 0.814078 -1.600 1.744 -0.639
C -0.795175 0.971629 -1.124739 0.408 -3.741 1.806
H 1.189082 -2.626235 -0.412046 0.030 1.639 1.085
H -1.367283 -1.215065 -0.662016 -1.588 -1.389 -1.229
H -0.211490 2.567543 -0.040615 -0.892 2.321 0.467
Br -2.394889 1.821758 -1.588417 -0.444 0.442 0.185
H -0.382628 -1.844297 1.396237 0.551 0.211 0.419
H 0.369501 1.179108 0.575907 0.908 0.942 -1.667
H 1.019748 2.072791 -0.976333 0.679 0.012 -0.300
C -1.092991 -0.469842 -0.003711 2.060 3.389 -0.042
H -1.779000 -0.064226 0.759763 -0.313 -0.535 -0.860
C 1.277505 -1.551297 -0.000938 -0.638 -0.733 -2.160
H -0.368031 0.619554 -2.044592 0.202 -0.356 -0.198
H 2.188566 -1.384290 0.514355 0.902 -0.286 0.570
H 0.145313 0.011542 2.496167 -0.702 0.102 1.717
O 0.538278 0.107713 1.655956 0.791 -0.904 -2.304
H 1.321937 -0.926996 -0.918404 0.186 -0.276 0.359
N 0.222636 1.793635 -0.440652 -0.540 -2.580 2.792
```
Positions in Å, forces in eV/Å.

=====

# BrV

BrV as an isolated structure in a non-equilibrium geometry (ωB97M-V/def2-TZVPD, the Open Molecules 2025 dataset).

Max |F| (eV Å⁻¹): 11.21
Total charge: +1
Energy relative to the best compared isomer or geometry (same formula, charge and spin) (kcal per mole): 34.82
DFT total energy (Ha): -3517.61595
Lowest unoccupied orbital energy (spin up / spin down) (eV): -6.377 / -6.449
2S+1: 4

Geometry as XYZ:
```
2
Properties=species:S:1:pos:R:3:forces:R:3
V -0.072810 0.938084 0.171161 -0.852 10.993 2.004
Br 0.072810 -0.938084 -0.171161 0.852 -10.993 -2.004
```
Positions in Å, forces in eV/Å.

=====

# C21H21N3O4

An isolated molecule of C21H21N3O4 in a non-equilibrium geometry (ωB97M-V/def2-TZVPD, the Open Molecules 2025 dataset).

Max |F| (eV Å⁻¹): 1.25
SMILES: CCOC(=O)c1ccc(NC(=O)CCc2nc(-c3ccc(C)cc3)no2)cc1
Total charge: 0
Energy relative to the best compared isomer or geometry (same formula, charge and spin) (kcal per mole): 40.51
DFT total energy (Ha): -1278.10175
Lowest unoccupied orbital energy (eV): 0.538
2S+1: 1

Geometry as XYZ:
```
49
Properties=species:S:1:pos:R:3:forces:R:3
C 0.583755 -0.825219 2.473089 0.120 0.244 0.563
H 3.402307 -1.193563 -1.719143 -0.033 -0.042 -0.057
O 5.488477 -0.511832 -2.684964 -0.285 -0.112 0.139
C 2.554470 -0.770952 0.192206 -0.251 -0.098 0.060
C 3.904144 0.589703 1.653723 -0.102 -0.057 -0.014
H -7.498259 -0.909388 -0.663429 -0.075 -0.061 -0.006
O -1.768183 0.955645 2.231941 0.268 -0.595 0.625
H -7.715872 1.021233 -3.398009 -0.057 -0.004 -0.083
H -2.145509 -0.928718 4.594713 0.037 -0.015 -0.040
C 2.729825 -0.128065 1.416347 0.245 -0.080 -0.365
C -3.575376 0.598998 1.177883 0.990 0.111 0.689
H 5.919328 -0.635097 -4.643403 0.052 0.058 0.125
C -4.834435 1.868610 -0.522773 0.014 -0.156 0.100
H 4.041598 1.092500 2.601133 0.022 0.051 0.095
H -4.078580 2.636498 -0.471007 0.056 0.110 -0.028
H -0.094699 0.434040 4.088015 0.086 -0.042 0.054
H 7.016116 -2.564103 -3.463557 -0.003 -0.100 -0.031
O 0.148283 -1.518115 1.585469 -0.144 -0.181 -0.193
H 5.796921 1.207970 0.862310 0.063 0.041 0.023
C -6.890191 0.992980 -1.431613 0.028 -0.041 0.073
C 7.506669 -1.595004 -3.516840 -0.324 0.239 0.116
H -1.681854 -2.080496 3.333896 -0.033 0.106 0.032
C -4.704714 0.739074 0.284261 -0.487 0.100 -0.418
H 8.056605 -1.425781 -2.594325 0.072 -0.010 0.030
H -6.016562 2.864219 -1.992702 -0.004 0.096 -0.055
C -5.917213 1.987758 -1.368168 -0.019 -0.040 0.012
C 6.475361 -0.492763 -3.714174 0.519 0.060 -0.280
H 2.023836 0.379141 3.252381 -0.173 -0.127 -0.118
C -2.295661 -0.215979 2.615794 -0.650 -0.038 -0.346
C -8.051094 1.135320 -2.366997 0.029 0.004 -0.040
O 6.838226 0.695603 -1.354138 -0.065 -0.072 -0.048
C -5.671750 -0.260730 0.227668 0.256 0.141 0.082
C -6.751213 -0.129379 -0.623984 -0.057 0.098 -0.099
C 4.884319 0.658280 0.689422 0.010 -0.082 -0.202
H -5.560223 -1.130838 0.855664 -0.005 -0.081 0.049
H 8.205123 -1.594290 -4.348754 0.093 -0.027 -0.091
C 4.712532 0.014560 -0.535163 -0.191 -0.044 0.148
C 5.796069 0.112369 -1.538874 0.229 0.157 0.005
N -2.609461 1.474253 1.294702 -0.687 0.555 -0.883
C -0.154772 -0.615343 3.793917 -0.249 -0.229 -0.126
H -8.500866 2.122114 -2.272266 -0.080 0.037 -0.030
C 3.539033 -0.696744 -0.771960 0.313 0.191 0.061
N -3.405397 -0.479970 2.006617 0.152 -0.318 0.282
H 1.648514 -1.322373 0.006076 -0.001 -0.003 -0.004
H 6.965851 0.486467 -3.717981 -0.140 -0.148 -0.071
H -8.808963 0.382075 -2.167481 -0.077 -0.019 -0.026
N 1.777736 -0.164762 2.436052 0.184 0.237 0.252
C -1.613920 -1.037264 3.646201 0.326 0.120 0.041
H 0.329665 -1.222644 4.562228 0.025 0.068 -0.003
```
Positions in Å, forces in eV/Å.

=====

- total charge of number 1 (C4H11BrNO)?
  +1

=====

- What is the energy relative to the best compared isomer or geometry (same formula, charge and spin) in the first record?
  34.64 kcal per mole